(1)
97
Properties=species:S:1:pos:R:3:lowdin_charge:R:1 method="wB97M-V/def2-TZVPD" total_charge=0 lumo_energy_ev=-0.728 smiles="O=[N+]([O-])c1ccccc1.O=[N+]([O-])c1ccccc1.O=[N+]([O-])c1ccccc1.c1ccncc1.c1ccncc1.c1ccncc1.c1ccncc1.c1ccncc1"
O 1.39 3.44 4.68 0.061
O 3.35 1.27 2.67 0.054
O -1.68 -8.68 -0.09 0.069
O 0.10 5.03 4.04 0.066
O 4.06 -0.51 1.85 0.098
O -0.51 -8.89 -1.82 0.075
N 3.22 0.11 2.42 -0.358
N 2.06 -3.94 -1.40 0.057
N -1.16 -8.21 -1.06 -0.383
N 2.05 0.23 -1.06 0.083
N -2.39 -1.31 -3.28 0.049
N -1.11 2.97 -2.78 0.062
N 1.15 4.45 4.04 -0.319
N -4.72 3.12 2.54 0.063
C -1.38 -0.73 -3.98 -0.144
C -0.09 -1.98 3.96 -0.057
C 2.86 -4.42 -0.46 -0.166
C 1.97 -0.59 2.91 -0.137
C -2.40 3.72 2.85 -0.082
C 1.86 5.96 2.19 -0.059
C 2.63 -3.27 -2.39 -0.188
C 0.99 1.89 0.35 -0.078
C 3.83 5.62 0.95 -0.040
C 2.17 4.95 3.05 -0.147
C -3.79 4.00 2.70 -0.180
C -1.55 -4.06 -1.55 -0.100
C 4.74 -3.46 -1.53 -0.109
C -2.41 2.63 -2.54 -0.127
C -0.56 3.88 -1.94 -0.167
C -1.94 -4.62 -0.37 -0.098
C 4.25 -4.23 -0.48 -0.064
C -3.43 -1.79 -3.88 -0.198
C 0.92 -0.41 -1.10 -0.173
C 3.42 4.34 3.01 -0.007
C -4.26 1.83 2.60 -0.148
C -2.00 2.45 2.96 -0.099
C -0.29 0.10 -0.54 -0.051
C 1.76 -1.86 2.47 -0.040
C 3.96 -2.95 -2.52 -0.075
C 2.06 1.34 -0.30 -0.161
C -0.26 1.31 0.14 -0.061
C -2.60 4.12 -0.75 -0.102
C -1.28 4.52 -0.97 -0.077
C -3.68 -1.65 -5.22 -0.067
C 4.21 4.65 1.91 -0.051
C -1.92 -6.01 -0.14 0.017
C -0.83 -6.18 -2.39 -0.012
C -1.46 -0.73 -5.31 -0.101
C 2.59 6.30 1.11 -0.063
C -1.28 -6.76 -1.18 -0.135
C 0.14 -0.68 4.37 -0.070
C 0.68 -2.53 2.90 -0.055
C 1.17 0.09 3.79 0.000
C -2.60 -1.20 -5.96 -0.069
C -3.20 3.20 -1.52 -0.068
C -1.03 -4.83 -2.62 -0.059
C -2.96 1.46 2.75 -0.087
H -3.18 4.62 0.03 0.099
H -2.73 0.38 2.78 0.112
H -0.93 2.19 3.22 0.119
H -1.17 1.68 0.60 0.083
H -4.67 -1.81 -5.68 0.112
H 4.93 -4.54 0.35 0.119
H -1.13 -0.51 -0.70 0.076
H -4.24 2.90 -1.45 0.108
H -4.12 -2.29 -3.22 0.106
H 1.43 1.11 4.15 0.111
H 4.46 -2.34 -3.25 0.111
H 5.84 -3.30 -1.67 0.123
H -0.83 5.22 -0.31 0.091
H -0.73 -0.16 -5.86 0.103
H -0.42 -6.84 -3.10 0.101
H -0.64 -0.11 -3.41 0.110
H 1.20 2.75 0.91 0.086
H -1.80 4.59 2.87 0.076
H -0.93 -2.51 4.39 0.105
H -2.53 -6.49 0.71 0.141
H -2.77 1.81 -3.20 0.100
H -0.58 -0.22 5.06 0.116
H -2.69 -1.06 -7.11 0.136
H 2.23 7.00 0.41 0.100
H 5.06 4.00 1.63 0.118
H -5.13 1.14 2.49 0.113
H 4.46 5.87 0.13 0.094
H 0.45 4.13 -2.24 0.104
H -2.45 -3.94 0.38 0.120
H 2.37 -5.07 0.32 0.120
H 0.84 6.37 2.33 0.134
H 3.67 3.57 3.73 0.111
H 0.91 -1.47 -1.43 0.088
H -4.18 4.99 2.68 0.101
H -1.71 -3.00 -1.70 0.067
H 0.49 -3.53 2.52 0.110
H -0.85 -4.36 -3.63 0.125
H 1.90 -2.91 -3.17 0.117
H 3.01 1.85 -0.31 0.105
H 2.31 -2.24 1.66 0.103

***

(2)
96
Properties=species:S:1:pos:R:3:lowdin_charge:R:1 method="wB97M-V/def2-TZVPD" total_charge=0 lumo_energy_ev=0.052
Sn 0.87 -1.79 -1.57 1.251
Cl 0.53 -6.02 0.27 0.586
Cl -0.73 -4.29 -1.68 0.544
S -2.53 4.59 2.45 0.803
P -1.92 -0.52 -0.71 0.895
P 0.21 1.38 -0.70 0.967
O 1.66 -2.36 -3.58 -0.309
O 1.52 -2.90 0.46 -0.263
O 1.14 -3.98 2.79 0.013
N 3.60 -2.00 0.07 0.040
N 3.21 -1.84 -1.23 -0.116
N -1.38 1.01 -0.16 -0.484
C 2.75 1.46 2.47 -0.063
C -6.03 -0.10 -0.36 -0.076
C 2.77 -2.03 -4.20 -0.375
C 3.98 -1.71 -3.53 -0.160
C -1.23 3.15 -2.30 -0.103
C 3.76 -2.76 4.97 -0.085
C 4.15 -1.81 -2.11 -0.065
C 2.02 1.11 1.35 -0.100
C 2.25 -3.34 3.18 -0.263
C 0.81 3.17 1.46 -0.119
C 0.95 3.92 -1.64 -0.095
C 1.05 1.96 0.83 -0.359
C 3.89 -1.64 -6.32 -0.089
C 0.76 5.07 -2.38 -0.078
C -2.34 1.84 1.99 -0.252
C 2.62 -3.39 4.53 -0.015
C -3.71 -0.20 -0.98 -0.373
C -4.05 0.24 -2.25 -0.117
C -0.06 2.96 -1.57 -0.366
C -4.71 -0.37 -0.03 -0.092
C -1.10 -1.30 1.87 -0.098
C -2.22 2.00 0.47 -0.280
C 3.06 -2.63 2.28 -0.082
C -0.43 5.27 -3.07 -0.086
C -2.57 -3.64 1.79 -0.078
C -2.64 -2.75 0.74 -0.150
C 2.49 2.67 3.10 -0.072
C -6.36 0.35 -1.63 -0.083
C -3.58 5.32 1.16 -0.400
C 0.49 -5.52 -1.42 -0.972
C 5.11 -1.38 -4.29 -0.055
C -1.06 -2.17 2.94 -0.076
C 4.57 -2.07 4.08 -0.100
C -1.81 -3.34 2.91 -0.076
C 4.22 -2.01 2.75 -0.048
C 5.08 -1.33 -5.66 -0.108
C -1.42 4.31 -3.03 -0.080
C 2.69 -2.51 0.86 -0.468
C -5.36 0.51 -2.58 -0.082
C 2.77 -2.00 -5.60 -0.021
C -1.93 -1.55 0.79 -0.402
C -3.23 2.90 2.60 -0.466
C 1.51 3.52 2.60 -0.072
H 2.22 0.16 0.86 0.071
H -4.62 5.24 1.45 0.033
H -2.00 2.39 -2.27 0.085
H 4.84 -1.49 2.03 0.105
H -6.80 -0.23 0.38 0.104
H 0.06 3.86 1.08 0.079
H 1.01 -3.75 1.83 0.035
H 0.24 -6.39 -2.04 0.036
H -3.25 -2.97 -0.13 0.102
H -0.47 -0.41 1.87 0.089
H -1.81 2.99 0.26 0.074
H 1.54 5.82 -2.42 0.104
H 3.05 2.95 3.98 0.104
H 3.85 -1.59 -7.39 0.102
H 1.45 -5.09 -1.69 0.030
H -1.34 1.90 2.44 0.099
H -2.34 4.45 -3.57 0.104
H -3.40 4.83 0.20 0.022
H 5.47 -1.58 4.43 0.097
H 5.18 -1.90 -1.75 0.133
H -1.78 -4.03 3.74 0.109
H -5.61 0.85 -3.58 0.104
H -3.11 -4.58 1.74 0.106
H -4.46 -0.72 0.96 0.104
H 5.96 -1.06 -6.22 0.095
H -2.75 0.85 2.21 0.101
H 1.98 -3.94 5.21 0.114
H 4.02 -2.81 6.02 0.102
H 3.50 0.79 2.86 0.095
H -0.44 -1.95 3.79 0.112
H 1.29 4.45 3.10 0.106
H -3.27 0.35 -3.00 0.096
H 6.02 -1.12 -3.76 0.107
H -3.35 2.72 3.66 0.069
H -3.30 6.36 1.09 0.027
H -3.23 1.96 0.04 0.112
H -4.21 2.92 2.13 0.077
H -0.58 6.18 -3.64 0.102
H -7.38 0.56 -1.88 0.103
H 1.87 3.77 -1.09 0.108
H 1.85 -2.25 -6.12 0.112

***

| no. | HOMO (eV) |
| --- | --- |
| 1 | -9.30 |
| 2 | -7.32 |